Entry 1:
The following is a DFT calculation (ωB97M-V/def2-TZVPD) of a molecular structure, C24H32N6O4S2Sr.

Summary:
HOMO energy in eV: -13.187
Charge: +2
Relative energy (zero: lowest compared OMol25 entry of this formula, charge and spin) in eV: 1.384

The geometry in XYZ format:
```
69
Properties=species:S:1:pos:R:3:forces:R:3:nbo_charge:R:1
Sr -0.078500 -0.104600 -0.250400 0.5 -1.3 -2.6 1.7934
S 2.656800 -0.137200 0.468800 0.1 0.0 0.1 -0.2806
C 3.314600 -1.618200 0.028800 0.9 0.9 0.2 0.1244
N 4.624500 -1.760700 -0.090100 -0.8 -0.2 0.0 -0.3232
C 5.184400 -3.072800 -0.342600 0.1 -0.8 -0.1 -0.2424
C 4.398800 -4.082700 0.474700 0.8 0.2 0.1 -0.2410
N 3.007100 -4.001200 0.078200 -0.1 1.0 0.0 -0.3172
C 2.320400 -5.273700 -0.050200 -0.4 -0.7 -0.2 -0.2685
C 2.907600 -6.097100 -1.177500 0.0 0.0 0.1 0.0192
C 3.567500 -7.290300 -0.911800 -0.1 0.0 0.0 -0.2429
C 4.083000 -8.049600 -1.949700 0.1 0.0 0.0 -0.1898
C 3.959800 -7.612600 -3.256800 0.0 0.0 0.0 -0.1928
C 3.315800 -6.416100 -3.526000 0.0 0.1 0.0 -0.1817
C 2.792600 -5.659300 -2.492100 0.0 0.0 0.0 -0.2524
C 2.473400 -2.823400 -0.215300 -0.3 -1.2 -0.2 0.1179
S 0.952500 -2.719200 -0.910000 -0.1 0.0 -0.2 -0.2925
C 5.575500 -0.679600 0.081000 0.5 0.6 0.2 -0.2703
C 6.466500 -0.939000 1.274000 0.1 0.0 -0.1 0.0205
C 7.826200 -1.149000 1.090600 -0.1 0.1 0.0 -0.2422
C 8.649100 -1.392900 2.176600 0.1 0.0 0.1 -0.1888
C 8.114200 -1.439900 3.452300 0.1 0.0 0.0 -0.1943
C 6.757500 -1.230600 3.641300 -0.1 0.0 0.0 -0.1828
C 5.933400 -0.978700 2.557900 0.0 0.0 -0.1 -0.2551
H 6.233700 -3.067500 -0.046100 -0.1 0.0 0.0 0.2572
H 5.118300 -3.312900 -1.410100 0.0 0.0 0.1 0.2300
H 4.503000 -3.864000 1.544300 0.0 -0.1 -0.1 0.2299
H 4.753700 -5.096700 0.280200 0.0 0.2 0.0 0.2572
H 1.260100 -5.089900 -0.229600 0.2 0.0 0.2 0.2566
H 2.439900 -5.812500 0.895100 0.0 0.1 0.0 0.2285
H 3.657700 -7.648800 0.103800 0.0 0.0 0.1 0.2174
H 4.579700 -8.983000 -1.735800 0.1 -0.1 0.0 0.2304
H 4.362900 -8.205400 -4.062400 0.0 -0.1 -0.1 0.2308
H 3.217300 -6.077400 -4.545000 0.0 0.1 -0.1 0.2245
H 2.273100 -4.735200 -2.703400 -0.1 0.1 -0.1 0.2159
H 5.022900 0.252600 0.208200 0.1 -0.2 -0.2 0.2553
H 6.180400 -0.622600 -0.829100 -0.1 0.0 0.0 0.2273
H 8.250500 -1.102600 0.098400 0.0 0.0 -0.1 0.2181
H 9.706500 -1.538800 2.022600 0.1 0.0 0.0 0.2311
H 8.756100 -1.637900 4.296000 0.1 0.0 0.1 0.2310
H 6.345200 -1.250900 4.638200 -0.1 0.0 0.1 0.2239
H 4.877300 -0.800100 2.707000 -0.1 0.0 0.0 0.2151
N 1.183400 3.010600 -0.553500 0.0 -0.1 -0.3 -0.8456
C 0.747400 3.370200 0.792100 -0.2 0.1 0.0 -0.1497
C 0.152700 4.802200 0.896300 -0.2 -0.2 0.1 -0.4143
C -1.140700 5.032500 1.689400 0.2 0.0 0.1 -0.4291
C -1.098300 4.736200 3.201200 -0.2 0.4 -0.3 -0.2396
N -1.638300 3.426700 3.534200 0.0 -0.4 0.2 -0.5664
C -2.908500 3.052800 3.400700 0.1 0.0 0.2 0.6783
N -3.226400 1.769500 3.547700 -0.1 -0.2 0.0 -0.7589
N -3.867600 3.938000 3.127500 0.1 0.1 0.0 -0.7668
C -0.201800 2.225000 1.147500 0.6 1.8 0.8 0.7892
O -1.074500 1.832200 0.402700 -1.3 0.7 -0.3 -0.7392
O 0.128300 1.675000 2.266600 0.9 -0.1 0.4 -0.3815
H 2.051100 3.483600 -0.782700 0.0 -0.1 0.0 0.3945
H 0.484900 3.313000 -1.231000 0.2 0.0 0.1 0.3727
H 1.606100 3.272500 1.463000 -0.1 0.0 -0.1 0.2337
H -0.058300 5.136000 -0.123500 0.1 0.0 0.1 0.2280
H 0.933600 5.457400 1.288300 0.0 0.0 -0.1 0.2313
H -1.955300 4.460900 1.240300 -0.1 0.1 -0.1 0.2127
H -1.378900 6.089300 1.557900 -0.1 0.0 0.0 0.2424
H -1.665500 5.496700 3.746600 0.1 0.0 0.0 0.2172
H -0.074600 4.775800 3.574500 -0.1 0.0 0.1 0.2391
H -0.968700 2.695000 3.730400 -0.2 0.1 0.0 0.4359
H -2.507900 1.065800 3.641700 -0.1 0.1 -0.1 0.4377
H -4.183000 1.458100 3.487700 0.1 0.0 0.0 0.4243
H -3.675500 4.925200 3.131100 0.0 0.0 0.0 0.4270
H -4.835100 3.658700 3.112100 0.1 0.0 0.0 0.4293
O -0.305500 -0.648800 1.870400 -0.2 -0.4 1.3 -0.5488
O -0.716300 0.366300 2.591100 -0.8 -0.3 0.6 -0.0505
```
Positions in Å, forces in eV/Å.

***

Entry 2:
The following is a DFT calculation (ωB97M-V/def2-TZVPD) of 2 unconnected molecules or ions with the total composition C6H17N3OPS.

Summary:
HOMO energy in eV: -11.606
Charge: +1

The geometry in XYZ format:
```
29
Properties=species:S:1:pos:R:3:forces:R:3:nbo_charge:R:1
N -1.121539 3.589845 4.382500 0.5 -0.2 -1.9 -0.7587
C -0.896327 3.214530 3.081361 0.4 -2.2 -2.8 0.7707
N -0.835847 4.062972 1.796214 0.8 -2.0 1.1 -0.6180
C 0.466378 3.533439 1.159994 2.1 1.3 1.3 -0.2597
C 0.836306 2.114537 1.926065 -0.7 2.7 2.0 -0.3734
P 1.750105 0.736172 0.971525 -0.8 -1.3 -0.2 0.7817
S 0.517306 -0.573230 0.219780 0.2 0.5 0.3 -0.5144
N -0.567790 1.826987 2.490503 -0.8 2.0 3.6 -0.5857
H -1.601686 2.990886 5.111052 1.3 0.4 -1.3 0.4710
H -0.731319 4.508854 4.749310 -1.4 -1.1 -1.2 0.4762
H -1.522428 3.572402 1.149402 0.2 0.8 1.6 0.4219
H 1.251500 4.267975 1.668266 -1.3 -1.4 -2.1 0.2274
H 0.449161 3.549033 -0.022402 -0.1 -0.1 2.7 0.2719
H 1.381428 2.492991 2.918401 -0.1 -1.2 -2.4 0.2127
H 2.645308 0.094842 1.944479 -0.5 1.2 -0.7 0.0331
H 2.532994 1.351875 -0.089244 -0.3 0.1 1.3 0.0420
H -0.612478 1.149659 3.284044 0.4 0.3 -1.1 0.4001
C 0.141942 -3.025875 -4.171778 0.2 -0.1 -0.3 -0.6291
C -0.027517 -4.017383 -3.031719 -0.2 0.6 0.1 0.0920
C -1.392754 -3.880501 -2.376639 -0.2 -0.3 0.1 -0.6286
O 0.988361 -3.794587 -2.057112 0.2 0.0 0.2 -0.7181
H 0.064743 -1.994745 -3.809129 -0.1 -0.1 0.1 0.1920
H 1.133539 -3.127456 -4.625739 -0.2 -0.1 0.0 0.2201
H -0.615554 -3.181477 -4.946134 0.1 0.1 0.1 0.2127
H 0.098839 -5.037815 -3.409397 0.2 0.1 0.2 0.1813
H -1.524398 -2.879654 -1.950314 0.0 0.0 -0.2 0.1904
H -1.495905 -4.591695 -1.550075 0.0 0.0 -0.2 0.2191
H -2.196274 -4.061795 -3.097146 0.0 0.1 0.1 0.2130
H 0.883906 -2.890787 -1.716068 0.0 -0.4 -0.2 0.4566
```
Positions in Å, forces in eV/Å.

***

Values of orbital gap, in order: 7.6; 5.8, all in eV.
Values of maximum force, in order: 0.0563; 0.0814, all in hartree/bohr.